{
  "formula": "C4H13N2O2",
  "method": "ωB97M-V with the def2-TZVPD basis set",
  "symbols": ["O", "C", "N", "C", "C", "N", "C", "H", "H", "H", "H", "H", "H", "H", "H", "H", "H", "H", "H", "H", "O"],
  "xyz": [[-1.3124, -0.5132, 0.9127], [-0.1420, -0.1062, 1.1865], [0.5341, -0.3284, 2.3940], [1.8539, 0.2680, 2.7688], [0.5819, 0.6304, 0.0500], [-0.4271, 0.5616, -1.1742], [0.3033, 0.3108, -2.4884], [-0.0646, -0.7928, 3.0992], [2.4689, 0.0955, 1.8943], [1.9306, 1.3864, 2.7888], [2.3332, -0.2848, 3.5613], [0.8687, 1.6390, 0.1705], [1.4416, 0.0048, -0.4314], [-0.9485, 1.4824, -1.0717], [-1.1623, -0.2012, -1.0888], [0.5901, -0.7218, -2.5380], [1.2653, 0.9961, -2.7748], [-0.4629, 0.5186, -3.2599], [-3.4339, -1.8339, -2.0942], [-3.3804, -1.5642, -0.5594], [-2.8376, -1.5468, -1.3452]],
  "e_lumo_ev": -2.981,
  "relative_energy_kcal_mol": 57.3,
  "e_homo_ev": -13.7,
  "total_charge": 1,
  "orbital_gap_ev": 10.7
}